(w)
The following is a DFT calculation (ωB97M-V/def2-TZVPD) of an isolated ion of composition C5H12NS2 and charge -1.

XYZ file:
```
20
C5H12NS2 ωB97M-V/def2-TZVPD
S 0.872 -2.735 -3.204
C -0.034 -1.481 -2.435
C -0.598 -1.934 -1.102
C -1.063 -0.820 -0.169
N 0.061 -0.129 0.476
C -0.159 1.227 0.933
C 0.743 1.604 2.106
S 1.108 3.467 2.292
H -0.878 -1.221 -3.117
H 0.536 -0.486 -2.536
H -1.481 -2.554 -1.378
H 0.047 -2.579 -0.526
H -1.740 -0.075 -0.645
H -1.626 -1.346 0.682
H 0.912 -0.159 -0.181
H 0.077 1.985 0.105
H -1.204 1.352 1.258
H 0.290 1.357 3.107
H 1.707 1.113 2.199
H 2.430 3.415 2.135
```

Computed properties:
SMILES string = [S-]CCCNCCS
LUMO energy = 0.0955 Eh
HOMO level = -2.22 eV
Kohn-Sham gap = 4.82 eV
charge = -1

(x)
The following is a DFT calculation (ωB97M-V/def2-TZVPD) of an isolated ion of composition C5H12NS2 and charge -1.

XYZ file:
```
20
C5H12NS2 ωB97M-V/def2-TZVPD
S 0.578 3.293 -1.972
C 1.361 2.698 -0.396
C 0.685 1.831 0.653
N 0.905 0.398 0.543
C -0.007 -0.337 -0.315
C -0.975 -1.162 0.540
C -1.691 -2.266 -0.302
S -1.030 -3.931 0.055
H 2.234 2.187 -0.808
H 1.755 3.601 0.084
H 1.027 2.128 1.650
H -0.386 2.053 0.701
H 1.878 0.134 0.603
H -0.607 0.409 -0.836
H 0.517 -0.940 -1.057
H -1.800 -0.550 0.912
H -0.456 -1.618 1.372
H -2.760 -2.234 -0.117
H -1.490 -2.099 -1.358
H 0.262 -3.591 0.047
```

Computed properties:
SMILES string = [S-]CCNCCCS
LUMO energy = 0.1017 Eh
HOMO level = -2.28 eV
Kohn-Sham gap = 5.05 eV
charge = -1

Tell me which of them is the most stable. Sure, it is (x).

(w)
The following is a DFT calculation (ωB97M-V/def2-TZVPD) of C3H4N4S as an isolated structure.

XYZ file:
```
12
C3H4N4S ωB97M-V/def2-TZVPD
C 1.661 1.471 -0.056
C -1.165 -1.629 0.043
C 0.153 -0.996 0.228
H 2.272 0.588 0.885
H 2.219 2.420 -0.534
H -2.013 1.016 0.637
H -1.108 -2.765 -0.483
N 0.442 1.584 -0.311
N -0.339 0.393 0.243
N -1.654 0.468 -0.235
N -2.179 -0.850 -0.243
S 1.711 -1.700 -0.175
```

Computed properties:
LUMO energy = -0.0373 Eh
HOMO level = -8.72 eV
Kohn-Sham gap = 7.71 eV

(x)
The following is a DFT calculation (ωB97M-V/def2-TZVPD) of C3H4N4S as an isolated structure.

XYZ file:
```
12
C3H4N4S ωB97M-V/def2-TZVPD
C 1.514 0.305 0.117
C -0.755 -0.268 -0.032
C -2.826 -0.358 -0.091
H 1.013 1.264 0.553
H 0.535 -1.713 -0.074
H -3.869 -0.637 0.152
H -2.946 1.621 0.111
N 0.620 -0.722 0.261
N -1.719 -1.099 -0.058
N -2.361 0.881 -0.068
N -1.078 0.969 0.007
S 3.090 0.074 -0.106
```

Computed properties:
LUMO energy = 0.0175 Eh
HOMO level = -8.43 eV
Kohn-Sham gap = 8.91 eV

(y)
The following is a DFT calculation (ωB97M-V/def2-TZVPD) of one molecule with the formula C3H4N4S.

XYZ file:
```
12
C3H4N4S ωB97M-V/def2-TZVPD
H -3.116 -1.080 0.009
N -2.724 -0.172 0.075
C -1.456 -0.205 -0.013
N -0.635 -1.399 -0.043
N 0.620 -1.322 -0.124
C 1.283 -0.116 -0.040
S 3.089 -0.128 -0.011
C 0.634 1.082 -0.017
N -0.729 0.987 -0.054
H 3.241 -1.461 0.391
H 1.106 2.042 0.106
H -1.313 1.772 -0.280
```

Computed properties:
SMILES string = [H]/N=c1\nnc(S)c[nH]1
LUMO energy = -0.0197 Eh
HOMO level = -8.35 eV
Kohn-Sham gap = 7.82 eV

(z)
The following is a DFT calculation (ωB97M-V/def2-TZVPD) of C3H4N4S as an isolated structure.

XYZ file:
```
12
C3H4N4S ωB97M-V/def2-TZVPD
C 0.359 0.642 0.134
C 1.535 0.722 0.764
C -0.829 -1.408 -0.750
H -0.733 2.820 1.262
H 1.713 1.743 1.295
H -0.911 -2.562 -0.264
H -2.515 -0.927 -1.921
N 2.216 -0.490 0.981
N 1.362 -1.431 0.415
N 0.293 -0.661 -0.222
N -1.565 -0.448 -1.465
S -0.926 2.000 -0.230
```

Computed properties:
LUMO energy = -0.0088 Eh
HOMO level = -9.20 eV
Kohn-Sham gap = 8.96 eV

Tell me which of them is the most stable. Sure, it is (x).

(w)
The following is a DFT calculation (ωB97M-V/def2-TZVPD) of one molecule with the formula C6H10OS.

XYZ file:
```
18
C6H10OS ωB97M-V/def2-TZVPD
O 2.519 -0.217 -0.196
C 1.375 -1.205 -0.236
C 0.305 -0.906 0.817
S -1.029 -1.771 0.125
C -2.038 -0.226 -0.435
C -0.969 0.806 -0.560
C -0.117 1.957 0.201
C -0.179 0.618 0.715
H 3.181 -0.538 -0.754
H 1.764 -2.209 -0.014
H 0.776 -1.035 -1.208
H 0.627 -1.326 1.730
H -2.869 0.201 0.271
H -2.568 -0.389 -1.375
H -0.175 0.592 -1.354
H 0.743 2.329 -0.424
H -0.598 2.556 1.011
H -0.746 0.764 1.686
```

Computed properties:
SMILES string = OC[C@@H]1SC[C@H]2C[C@@H]21
LUMO energy = 0.0325 Eh
HOMO level = -8.57 eV
Kohn-Sham gap = 9.45 eV

(x)
The following is a DFT calculation (ωB97M-V/def2-TZVPD) of C6H10OS as an isolated structure.

XYZ file:
```
18
C6H10OS ωB97M-V/def2-TZVPD
C -0.538 -2.181 -0.120
C -0.427 -0.705 0.165
C 0.021 0.118 -1.170
C 0.017 1.685 -0.813
C 0.616 1.543 0.609
C 1.084 0.075 0.510
H -0.066 -2.812 0.645
H -1.667 -2.521 -0.231
H 0.101 -2.391 -1.024
H -2.098 -1.281 2.042
H -0.223 -0.037 -2.243
H 0.856 1.973 -1.576
H -0.768 2.464 -0.783
H -0.132 1.877 1.348
H 1.499 2.467 0.881
H 1.883 -0.378 1.182
O 1.418 -0.096 -0.858
S -1.574 0.198 1.435
```

Computed properties:
LUMO energy = 0.0171 Eh
HOMO level = -8.87 eV
Kohn-Sham gap = 9.34 eV

Tell me which of them is the most stable. Sure, it is (w).

(w)
The following is a DFT calculation (ωB97M-V/def2-TZVPD) of a 2-piece molecular cluster, C6H10OS overall.

XYZ file:
```
18
C6H10OS ωB97M-V/def2-TZVPD
C 0.316 -2.449 -0.879
C -0.310 -1.096 -0.621
C 0.401 0.280 -0.930
C -0.345 1.194 0.052
C -0.329 1.881 1.397
C -0.217 0.449 1.452
H -0.446 -3.159 -0.671
H 0.347 -2.633 -1.964
H 1.153 -2.340 -0.138
H -1.295 -1.067 -1.092
H 0.276 0.419 -1.913
H 1.350 0.192 -0.691
H -1.319 0.931 -0.158
H -1.211 2.264 1.636
H 1.039 3.141 0.173
H 0.837 0.404 1.569
O 0.824 2.749 1.638
S -1.072 -1.162 1.139
```

Computed properties:
LUMO energy = -0.0302 Eh
HOMO level = -8.47 eV
Kohn-Sham gap = 7.65 eV

(x)
The following is a DFT calculation (ωB97M-V/def2-TZVPD) of one molecule with the formula C6H10OS.

XYZ file:
```
18
C6H10OS ωB97M-V/def2-TZVPD
C -0.483 -1.042 0.116
C 0.810 -0.646 0.686
C 1.035 -0.685 2.013
C -0.424 2.360 -0.003
C -1.111 -0.036 -0.843
C -0.352 0.178 -2.056
O 2.154 -0.270 2.595
S -1.686 1.300 0.066
H -0.347 -1.949 -0.524
H -1.234 -1.453 0.916
H 1.563 -0.261 0.070
H 0.502 -1.319 2.631
H -0.845 3.294 0.564
H -2.067 -0.346 -1.122
H -0.686 1.107 -2.514
H -0.230 -0.721 -2.635
H 0.623 0.457 -1.757
H 2.778 0.031 1.798
```

Computed properties:
LUMO energy = 0.0091 Eh
HOMO level = -8.34 eV
Kohn-Sham gap = 8.59 eV

Tell me which of them is the most stable. Sure, it is (x).